Molecular formula: C7H9NO2
Method: DFT, ωB97M-V/def2-TZVPD

```
19
Properties=species:S:1:pos:R:3:forces:R:3:mulliken_charge:R:1
C -0.57113 1.55039 -0.04015 -4.9 -1.2 1.1 0.04
C -1.74366 1.17462 0.17153 3.2 -0.5 -2.3 -0.12
C -0.16325 -1.10407 -0.14356 -0.4 1.3 0.8 0.52
C 0.80792 1.61102 -0.08717 2.7 1.3 -1.2 -0.32
C -2.60051 -0.07671 0.05497 2.5 -0.3 2.8 -0.31
C -1.64112 -1.13153 -0.62814 1.6 1.8 -1.4 -0.84
C 2.52563 -0.17831 0.50285 1.4 -2.9 2.5 -0.51
N 0.82007 -0.82732 -1.13539 -2.6 -0.7 1.3 -0.57
O -0.03709 -1.04131 1.09652 0.7 -0.1 -1.3 -0.58
O 1.65412 0.14085 -0.52805 -1.7 2.7 0.1 0.00
H 1.28069 1.92839 0.85192 -0.1 -0.5 -0.3 0.28
H 1.20506 2.23300 -0.92389 -0.2 -0.6 0.6 0.24
H -2.71758 -0.33790 1.17313 -0.3 -0.1 -1.8 0.24
H -3.52766 -0.09666 -0.46247 -0.7 0.6 -0.3 0.42
H -1.56741 -0.96485 -1.71237 -0.5 0.2 0.2 0.31
H -1.99992 -2.07763 -0.50321 -1.4 -2.6 0.6 0.44
H 3.51077 0.02591 0.09163 0.3 -0.4 0.2 0.28
H 2.37988 -1.32353 0.84674 0.4 2.9 -0.9 0.24
H 2.38519 0.49563 1.37509 -0.1 -0.8 -0.5 0.23
```
Forces are in eV/Å.

Its energy relative to the best compared isomer or geometry (same formula, charge and spin) is 8.759 eV. For the largest force on an atom, the calculation gives 5.1 eV Å⁻¹.

***

Molecular formula: CH8N5
Method: DFT, ωB97M-V/def2-TZVPD

```
14
Properties=species:S:1:pos:R:3:forces:R:3:mulliken_charge:R:1
C -1.81746 -0.64899 0.65054 -0.3 -0.9 0.8 0.24
N -0.92783 0.05696 0.17649 1.9 0.5 0.5 0.14
N -0.71553 0.84557 -0.79535 -0.9 0.8 -1.6 -0.24
N -2.27267 -1.45327 1.39402 -0.2 0.4 -0.5 -0.21
N 0.44166 1.30889 -0.93584 0.0 -0.3 0.4 -0.02
N 2.33350 0.76095 0.79327 0.1 0.0 0.1 -0.90
H -1.88280 -1.95047 -1.64255 0.4 -0.3 -1.3 -0.24
H -3.15647 -1.89836 1.54381 -0.3 -0.1 0.1 0.33
H 2.21032 1.34053 1.61773 0.0 0.0 0.1 0.30
H 1.29497 1.07844 -0.24065 -0.2 -0.1 0.2 0.54
H 0.55802 1.93688 -1.72550 -0.4 -0.1 0.0 0.26
H 2.27470 -0.21207 1.08232 0.1 0.1 0.0 0.29
H 3.27174 0.92589 0.44485 0.1 -0.1 0.1 0.29
H -1.61216 -2.09094 -2.36315 -0.4 0.3 1.2 0.23
```
Forces are in eV/Å.

Its energy relative to the best compared isomer or geometry (same formula, charge and spin) is 4.427 eV. For the largest force on an atom, the calculation gives 2.0 eV Å⁻¹. Its net charge is +1.

***

Molecular formula: C35H93NO16S2
Method: DFT, ωB97M-V/def2-TZVPD

```
147
Properties=species:S:1:pos:R:3:forces:R:3:mulliken_charge:R:1
C 3.08242 -8.02796 -1.62085 0.1 0.0 -0.1 -1.08
C 3.21325 -7.10403 -2.81876 -0.4 -0.2 0.0 -0.48
N 3.15568 -5.68998 -2.45082 0.6 -0.2 0.2 -0.14
O 1.97704 -5.46625 -1.63470 -0.6 0.0 -0.4 -0.22
S 1.08789 -4.20337 -2.20984 0.1 0.2 0.1 0.60
O 1.07919 -3.27637 -1.10784 0.1 0.3 0.2 -0.59
O -0.42130 -4.80010 -2.13185 0.3 -0.2 0.2 -0.01
C -0.78865 -5.76875 -3.13002 0.2 -0.2 -0.7 -1.03
C -0.59759 -7.18854 -2.64539 -0.1 -0.1 0.3 0.66
C -1.41337 -7.61329 -1.40618 0.3 0.0 -0.2 -1.28
S -2.95609 -6.79600 -1.07938 -0.2 -0.5 0.1 1.20
O -3.54645 -7.46535 0.03620 0.1 0.2 0.0 -0.66
O -3.68477 -6.68394 -2.30032 -0.1 0.1 -0.2 -0.61
O -2.56699 -5.32101 -0.66746 -0.2 0.0 0.1 -0.36
H 3.16421 -9.06148 -1.95571 0.0 0.0 0.0 0.36
H 2.12584 -7.92066 -1.11696 0.0 0.1 0.1 0.21
H 3.88146 -7.83962 -0.90565 0.0 0.0 0.1 0.34
H 4.19276 -7.26837 -3.26610 0.1 0.3 -0.1 0.45
H 2.46228 -7.35801 -3.57832 -0.1 0.0 0.0 0.31
H 3.03907 -5.13738 -3.29798 0.0 0.1 0.0 0.25
H -0.17311 -5.62018 -4.02441 0.0 0.0 0.0 0.61
H -1.81998 -5.59742 -3.42800 -0.1 0.2 0.3 0.36
H 0.45414 -7.31299 -2.40362 0.0 -0.1 0.1 -0.65
H -0.80750 -7.87636 -3.46327 -0.2 0.1 -0.1 0.50
H -1.75897 -8.63870 -1.52636 0.0 -0.1 0.1 0.46
H -0.80489 -7.59855 -0.50316 -0.1 0.2 0.2 0.45
H -1.64830 -5.26022 -0.37992 0.2 0.2 0.1 0.32
C 0.09769 0.90262 -3.12485 0.0 0.1 0.0 -1.11
C -0.52336 -0.45109 -3.40844 0.1 0.2 0.3 0.43
C -1.77782 -0.68152 -2.57985 0.0 -0.1 0.0 -0.93
O 0.45284 -1.45662 -3.12840 -0.1 -0.2 -0.4 -0.41
H 0.37376 0.94876 -2.06762 0.0 0.1 0.0 0.07
H 1.00670 1.04019 -3.71070 0.0 0.0 0.0 0.32
H -0.58163 1.72880 -3.33956 0.0 0.0 0.0 0.43
H -0.76557 -0.55177 -4.46758 0.1 -0.1 0.0 0.36
H -1.54093 -0.63014 -1.51347 0.0 0.1 0.0 0.03
H -2.19636 -1.67033 -2.77690 0.0 0.0 0.0 0.14
H -2.53873 0.06889 -2.79894 0.0 0.0 0.0 0.50
H 0.70298 -1.37973 -2.20139 0.0 0.0 0.1 0.19
C 3.94246 -0.32664 -1.50764 0.0 0.1 -0.1 -1.00
C 3.57709 0.17234 -0.11828 0.1 -0.4 -0.1 0.44
C 4.18503 -0.69456 0.97207 -0.1 0.1 0.1 -0.67
O 2.15313 0.21655 0.02127 0.0 0.2 0.1 -0.14
H 3.56449 -1.34257 -1.65947 0.0 0.0 0.1 -0.02
H 3.49240 0.30760 -2.27186 0.0 0.0 0.0 0.26
H 5.02377 -0.33566 -1.65484 0.0 0.0 0.0 0.48
H 3.91718 1.20274 -0.00005 -0.1 0.0 0.0 0.29
H 3.81313 -1.71943 0.89105 0.0 0.0 -0.1 0.03
H 3.91182 -0.32436 1.96113 0.1 0.0 0.0 0.05
H 5.27363 -0.71552 0.90026 0.0 0.0 0.0 0.35
H 1.82769 -0.68528 -0.08291 0.0 -0.1 0.1 0.05
C 1.88154 4.83315 1.36786 0.0 0.1 -0.1 -1.40
C 0.64365 4.18098 0.76788 0.1 -0.2 0.2 1.02
C -0.18620 3.47196 1.82531 -0.1 0.0 0.1 -1.33
O 1.00249 3.25623 -0.25046 0.1 0.2 -0.2 -0.47
H 2.51942 4.07502 1.83075 0.0 0.0 0.0 0.30
H 2.46868 5.32858 0.59285 0.0 0.0 0.0 0.33
H 1.61574 5.56848 2.12974 0.0 0.0 0.0 0.42
H 0.03497 4.94300 0.27365 0.0 0.0 -0.1 -0.04
H 0.39964 2.67355 2.29042 0.1 0.0 0.0 0.19
H -1.06390 3.01234 1.37095 0.0 0.0 0.0 0.19
H -0.51662 4.15885 2.60731 0.0 0.0 0.0 0.54
H 1.52822 2.55618 0.15698 -0.1 -0.2 -0.1 0.15
C -3.69358 7.06793 -0.42534 0.1 0.1 0.0 -1.49
C -3.06450 6.39888 0.78704 -0.3 0.0 -0.1 1.48
C -3.39972 4.92004 0.85209 0.0 -0.1 0.1 -1.32
O -3.47287 7.05678 1.98579 0.2 0.0 0.0 -0.60
H -4.78314 6.99490 -0.37238 0.0 -0.1 0.0 0.39
H -3.43224 8.12592 -0.45525 0.0 0.0 0.0 0.37
H -3.36246 6.60076 -1.35405 0.0 0.0 0.0 0.36
H -1.98029 6.51880 0.74069 0.0 0.1 0.1 -0.58
H -4.47978 4.77250 0.94408 0.0 0.1 -0.1 0.45
H -2.93377 4.46375 1.72564 0.0 0.0 0.0 0.13
H -3.05541 4.39483 -0.04097 0.0 0.0 0.0 0.45
H -4.42984 6.96728 2.05786 0.0 0.0 0.0 0.36
C -3.01576 -2.10742 -6.03506 0.1 0.0 -0.1 -0.58
C -3.63019 -3.49784 -6.05925 0.0 0.1 0.2 0.32
C -4.68936 -3.66464 -4.98073 0.0 -0.1 0.0 -1.19
O -2.61578 -4.49378 -5.91508 0.0 -0.1 -0.1 -0.55
H -2.52966 -1.92932 -5.07179 -0.1 0.0 0.0 -0.38
H -2.25916 -2.00738 -6.81385 0.0 0.0 0.0 0.33
H -3.77348 -1.33686 -6.18308 0.0 0.0 0.0 0.43
H -4.07346 -3.68316 -7.03844 0.0 -0.1 0.0 0.34
H -4.24718 -3.52809 -3.98942 0.0 0.1 0.0 0.18
H -5.11694 -4.66639 -5.01331 0.0 0.0 0.0 0.31
H -5.49304 -2.93677 -5.09994 0.0 0.0 0.0 0.43
H -2.20250 -4.35319 -5.05802 0.0 0.1 0.0 0.32
C 2.32642 1.39548 4.93835 0.0 0.0 -0.1 -1.07
C 3.12121 0.16783 5.35592 0.0 0.2 0.2 0.55
C 2.97230 -0.11678 6.84257 0.1 -0.1 0.0 -1.47
O 4.49776 0.32260 5.01113 -0.1 -0.1 -0.1 -0.56
H 2.68899 2.28062 5.46835 0.0 0.0 0.1 0.36
H 2.44173 1.58190 3.86957 0.0 0.0 0.0 0.14
H 1.26454 1.27504 5.15832 0.0 0.0 0.0 0.38
H 2.78001 -0.69760 4.78559 0.0 0.0 0.0 0.25
H 3.35122 0.72505 7.42857 0.0 0.0 0.0 0.35
H 3.54527 -1.00085 7.12176 0.0 0.0 0.0 0.35
H 1.92796 -0.27820 7.11300 0.0 0.0 0.0 0.37
H 4.83850 1.08179 5.49517 0.0 0.0 0.0 0.35
C 2.57989 8.69862 0.06157 0.1 0.0 -0.1 -1.07
C 1.38420 8.78714 -0.87488 0.0 -0.1 0.2 0.34
C 0.07403 8.86161 -0.10657 -0.1 0.0 -0.1 -0.95
O 1.37515 7.68355 -1.77948 0.0 0.1 -0.1 -0.56
H 2.51527 7.79338 0.67164 0.0 0.0 0.0 0.13
H 3.50835 8.65086 -0.50758 0.0 0.0 0.0 0.32
H 2.62451 9.55890 0.73095 0.0 0.0 0.0 0.39
H 1.48432 9.67125 -1.50594 0.0 0.0 -0.1 0.31
H -0.06207 7.95821 0.49560 0.0 0.0 0.1 0.09
H -0.76918 8.92970 -0.79449 0.0 0.0 0.0 0.27
H 0.04957 9.72348 0.56129 0.0 0.0 0.0 0.40
H 1.29106 6.87497 -1.26248 0.0 0.0 0.0 0.33
C -5.64192 2.68594 3.51194 0.0 0.1 0.0 -1.02
C -5.86256 4.06314 4.11490 -0.1 -0.2 0.0 0.60
C -6.26577 3.99333 5.57924 0.0 0.1 0.0 -1.52
O -6.84503 4.78282 3.36415 0.2 0.2 0.0 -0.57
H -6.56236 2.09725 3.55496 0.0 0.0 0.1 0.38
H -5.35432 2.76733 2.46349 0.0 0.0 0.0 0.25
H -4.86279 2.13762 4.04151 0.0 -0.1 0.0 0.21
H -4.94336 4.64452 4.02042 0.0 0.1 0.0 0.21
H -7.20938 3.45103 5.68633 0.0 -0.1 0.0 0.38
H -6.41042 4.99497 5.98443 0.0 0.0 0.0 0.36
H -5.50823 3.48201 6.17450 0.0 0.0 0.0 0.36
H -7.67211 4.29420 3.42316 0.0 0.0 0.0 0.35
C 7.58545 -2.85538 -0.86133 0.0 0.1 -0.1 -1.44
C 6.32461 -3.49102 -1.42689 0.1 -0.2 0.3 0.77
C 5.50886 -4.18398 -0.34702 -0.2 -0.1 -0.1 -0.72
O 6.65598 -4.41165 -2.46918 -0.1 0.1 -0.1 -0.59
H 8.22836 -3.62004 -0.41664 0.0 0.0 0.1 0.42
H 8.15349 -2.36222 -1.65061 0.0 0.0 0.0 0.34
H 7.34725 -2.12014 -0.09100 0.0 0.0 0.0 0.29
H 5.71789 -2.72135 -1.90471 0.0 0.0 -0.1 -0.02
H 6.08994 -4.99072 0.11067 0.1 0.1 0.0 0.44
H 4.61097 -4.62944 -0.77501 0.0 0.0 0.0 -0.06
H 5.21450 -3.48851 0.43914 0.1 0.0 0.0 0.17
H 7.19529 -5.10733 -2.07974 0.0 0.0 0.0 0.37
C -2.19668 -0.67783 1.52628 -0.1 0.1 0.0 -1.21
C -2.63732 -0.26846 2.92391 0.0 -0.2 -0.1 0.75
C -1.95796 -1.10605 3.99663 -0.1 0.1 0.1 -1.48
O -4.05753 -0.34654 3.04772 0.0 0.1 0.0 -0.51
H -2.46842 -1.71951 1.33265 0.0 0.0 0.0 0.38
H -2.68929 -0.06081 0.77435 0.0 0.0 0.0 0.33
H -1.11648 -0.57738 1.40588 0.0 0.0 0.0 0.25
H -2.39808 0.78497 3.08174 0.0 0.0 0.0 0.12
H -2.22269 -2.16034 3.87808 0.0 0.0 0.0 0.38
H -2.28101 -0.79216 4.98949 0.0 0.0 0.0 0.37
H -0.87181 -1.01806 3.93817 0.0 0.0 0.0 0.30
H -4.32025 -1.26303 2.91361 0.0 0.0 0.0 0.33
```
Forces are in eV/Å.

For the electronic energy, the calculation gives -93721.1699 eV. For the largest force on an atom, the calculation gives 0.7 eV Å⁻¹.

***

Molecular formula: C7H16N2
Method: DFT, ωB97M-V/def2-TZVPD

```
25
Properties=species:S:1:pos:R:3:forces:R:3:mulliken_charge:R:1
C 0.51076 0.44923 0.93698 -0.4 -2.0 1.8 1.95
C -0.22749 -1.14004 0.91065 1.0 2.7 -0.2 -0.93
C 0.10025 0.53627 -1.46529 -1.4 -2.1 -2.0 -0.75
C 0.19616 1.38747 -0.22267 -0.6 -1.7 0.0 -0.89
C -1.40467 -1.37686 -2.46207 0.0 0.7 -0.1 -0.95
C 2.00684 0.16241 1.00752 -0.1 0.3 0.0 -1.95
C 0.01483 1.08820 2.23054 0.2 0.1 0.0 -2.00
N -0.52927 -1.01562 -1.37529 1.8 2.5 0.4 -0.04
N -1.14073 -1.24433 -0.15809 -1.2 -0.8 0.0 -0.38
H -1.99004 -0.69462 -0.01098 0.1 0.2 0.0 0.29
H 0.55590 -1.88746 0.80902 0.2 0.1 -0.2 0.33
H -0.73940 -1.33340 1.85099 -0.1 0.3 0.1 0.36
H -0.55777 1.01529 -2.19463 0.1 0.1 -0.2 0.41
H 1.06049 0.35354 -1.94415 0.0 0.1 0.1 0.29
H -0.73090 1.93570 -0.06321 -0.2 -0.1 0.1 0.36
H 0.96706 2.14970 -0.33702 0.2 -0.1 0.0 0.36
H -2.36511 -0.82413 -2.43530 0.1 -0.1 -0.1 0.34
H -0.90222 -1.15542 -3.40788 -0.1 0.0 0.1 0.34
H -1.62117 -2.44096 -2.41765 0.0 -0.1 0.1 0.31
H 2.24937 -0.41369 1.90257 0.0 0.0 0.0 0.40
H 2.57745 1.09617 1.04150 0.1 -0.1 0.0 0.41
H 2.31355 -0.41433 0.13558 0.2 0.0 0.0 0.46
H 0.52632 2.03904 2.41959 0.0 0.0 0.0 0.39
H 0.18777 0.43278 3.08587 0.0 0.1 0.1 0.43
H -1.05800 1.29504 2.16342 0.0 0.0 0.1 0.47
```
Forces are in eV/Å.

Its energy relative to the best compared isomer or geometry (same formula, charge and spin) is 2.614 eV. For the largest force on an atom, the calculation gives 3.2 eV Å⁻¹. Its SMILES is CN1CCC(C)(C)CN1.

***

Molecular formula: C3H8O2S2
Method: DFT, ωB97M-V/def2-TZVPD

```
15
Properties=species:S:1:pos:R:3:forces:R:3:mulliken_charge:R:1
C 0.49922 -0.77569 -0.87040 0.1 -0.3 0.0 -0.40
C -0.09714 -1.91623 -0.04614 0.0 0.8 -1.3 0.05
O -0.21829 -1.84321 1.13631 -0.1 -0.4 0.7 -0.45
C -0.54672 0.25213 -1.31103 -0.3 -0.2 0.2 -0.75
S -2.17400 -0.46996 -1.68583 0.0 0.0 0.2 -0.07
S -1.82307 -1.39520 -3.51332 0.0 -0.1 0.1 -0.18
H 1.29725 -0.33563 -0.26827 -0.1 0.2 -0.1 0.33
H 0.93964 -1.20552 -1.76643 0.2 -0.1 -0.1 0.28
H -0.42986 -2.76500 -0.67838 -0.1 -0.2 0.5 0.31
H -0.79370 0.91793 -0.47648 0.1 0.1 -0.2 0.34
H -0.22317 0.80420 -2.19556 0.1 0.2 0.3 0.39
H -3.06740 -1.12856 -3.93053 0.1 0.1 -0.2 0.15
H 2.52135 4.02304 5.23287 -0.1 -0.2 -0.1 0.32
H 1.83948 2.68931 4.82037 0.2 0.3 0.2 0.32
O 2.27642 3.14839 5.55281 -0.1 -0.2 -0.1 -0.64
```
Forces are in eV/Å.

Its energy relative to the best compared isomer or geometry (same formula, charge and spin) is 1.388 eV. For the largest force on an atom, the calculation gives 1.5 eV Å⁻¹. Its SMILES is O=CCCSS.O.